# 1
The following is a DFT calculation (ωB97M-V/def2-TZVPD) of a cluster of 10 separate species, C5H30O9S2 in total in a non-equilibrium geometry.

Values from the calculation:
Orbital gap (spin up / spin down) = 10.39 / 5.87 eV
Total charge = +1
2S+1 = 2

XYZ file:
```
46
C5H30O9S2 ωB97M-V/def2-TZVPD
C -1.08 1.07 -1.48
C -1.85 2.21 -0.82
C -1.55 1.00 -2.95
S -0.79 -0.36 -3.99
S 1.14 -0.23 -4.07
C 1.82 -0.67 -2.40
C 2.60 0.46 -1.79
H 0.01 1.18 -1.54
H -1.26 0.09 -1.04
H -2.71 2.50 -1.44
H -2.48 1.68 -0.12
H -1.24 2.95 -0.32
H -1.44 1.99 -3.40
H -2.58 0.65 -3.01
H 2.40 -1.57 -2.62
H 0.99 -1.02 -1.77
H 3.20 0.30 -0.90
H 3.37 0.84 -2.47
H 1.96 1.30 -1.52
H -0.74 1.61 1.97
H -1.86 0.70 2.51
O -1.66 1.38 1.85
H -0.58 -1.63 -0.73
H 0.15 -1.58 0.55
O 0.11 -2.12 -0.26
H 3.00 2.43 1.11
H 3.40 0.87 1.08
O 3.44 1.69 1.55
H -3.39 -2.18 0.25
H -2.01 -2.97 0.86
O -2.47 -2.22 0.48
H -3.52 -1.23 2.64
H -2.24 -1.24 3.51
O -3.06 -0.77 3.35
H 1.36 3.84 0.46
H 0.91 3.00 -0.62
O 1.71 3.13 -0.09
H 1.33 -0.14 1.71
H -0.04 0.37 2.11
O 0.56 -0.38 2.24
H 0.02 -3.78 2.19
H -0.50 -2.70 2.96
O -0.85 -3.42 2.41
H 2.02 -2.58 0.46
H 2.01 -2.44 1.93
O 2.40 -2.02 1.15
```

Here are the Löwdin charges for atoms 1 to 8, given in e: atom 1 (C): -0.281, atom 2 (C): -0.075, atom 3 (C): -0.413, atom 4 (S): 0.688, atom 5 (S): 0.718, atom 6 (C): -0.471, atom 7 (C): -0.129, atom 8 (H): 0.063


# 2
The following is a DFT calculation (ωB97M-V/def2-TZVPD) of a cluster of 11 separate species, C5H31NO12 in total in a non-equilibrium geometry.

Values from the calculation:
Orbital gap = 8.52 eV
SMILES = CN[C@@H](C=O)CCO.O.O.O.O.O.O.O.O.O.O
Total charge = 0

XYZ file:
```
49
C5H31NO12 ωB97M-V/def2-TZVPD
C 0.37 -1.58 3.67
N 0.43 -1.32 2.23
C 0.21 0.00 1.63
C 1.33 0.80 2.27
O 1.52 1.08 3.43
C 0.06 0.08 0.08
C -1.43 0.04 -0.26
O -1.94 1.33 -0.03
H -0.14 -0.72 4.12
H -0.34 -2.40 3.88
H 1.39 -1.79 4.03
H 1.01 -1.97 1.71
H -0.68 0.52 2.03
H 2.28 0.96 1.68
H 0.46 1.05 -0.24
H 0.68 -0.73 -0.29
H -2.05 -0.69 0.25
H -1.38 -0.09 -1.37
H -1.52 2.05 -0.50
O -3.08 -2.59 -2.23
H -2.31 -2.24 -2.70
H -2.64 -2.83 -1.41
O 1.17 -2.97 -1.82
H 1.68 -3.76 -2.01
H 0.78 -2.66 -2.66
O 2.76 -2.02 0.47
H 3.26 -2.74 0.85
H 2.56 -2.39 -0.41
O 1.68 2.89 -2.54
H 1.45 3.03 -1.60
H 0.98 3.13 -3.18
O -0.84 3.05 2.99
H -0.50 3.02 3.89
H -0.50 3.80 2.49
O -0.25 -1.16 -3.47
H -0.43 -0.22 -3.40
H 0.39 -1.07 -4.18
O 0.55 3.17 0.05
H 0.20 2.63 0.77
H 0.35 4.07 0.31
O -2.11 2.42 -2.58
H -2.42 2.05 -1.73
H -2.93 2.54 -3.06
O -2.22 -2.47 1.49
H -1.26 -2.26 1.52
H -2.48 -1.82 2.17
O 1.91 0.21 -2.50
H 2.03 -0.48 -1.84
H 1.96 1.04 -2.01
```

Here are the Löwdin charges for atoms 1 to 8, given in e: atom 1 (C): -0.088, atom 2 (N): -0.096, atom 3 (C): -0.310, atom 4 (C): -0.242, atom 5 (O): 0.025, atom 6 (C): -0.102, atom 7 (C): -0.205, atom 8 (O): -0.079


# 3
The following is a DFT calculation (ωB97M-V/def2-TZVPD) of a cluster of 10 separate species, C5H31NO9S in total in a non-equilibrium geometry.

Values from the calculation:
Orbital gap = 8.55 eV
SMILES = CNCCCCS.O.O.O.O.O.O.O.O.O
Total charge = 0

XYZ file:
```
47
C5H31NO9S ωB97M-V/def2-TZVPD
C 1.96 -1.22 3.25
N 1.11 -0.76 2.17
C 1.38 -1.26 0.81
C 0.47 -0.57 -0.22
C 1.00 0.82 -0.72
C 2.21 0.56 -1.62
S 1.54 -0.14 -3.20
H 1.49 -1.97 3.87
H 2.94 -1.60 2.87
H 2.45 -0.39 3.78
H 1.04 0.25 2.17
H 2.44 -1.21 0.51
H 1.12 -2.33 0.79
H -0.44 -0.42 0.39
H 0.25 -1.26 -1.02
H 0.15 1.16 -1.30
H 1.24 1.48 0.13
H 2.94 -0.15 -1.24
H 2.72 1.51 -1.81
H 1.33 0.92 -3.95
O -2.90 -2.81 0.69
H -2.78 -2.46 1.60
H -2.92 -1.95 0.22
O -1.22 -2.84 -3.28
H -0.91 -3.20 -2.44
H -1.55 -1.99 -3.00
O -0.45 -3.26 -0.04
H -1.37 -3.10 0.28
H -0.20 -4.16 -0.25
O -1.21 3.69 -0.01
H -1.26 4.58 -0.35
H -0.56 3.80 0.69
O 1.14 3.57 1.63
H 0.98 3.45 2.56
H 2.08 3.38 1.46
O -3.50 -0.47 -0.38
H -4.43 -0.35 -0.26
H -2.95 0.26 0.00
O -2.05 -0.99 2.66
H -2.09 -0.08 2.36
H -1.12 -1.20 2.55
O 3.53 3.43 -0.43
H 3.38 2.56 -0.07
H 2.66 3.75 -0.64
O -2.63 1.66 1.00
H -3.48 1.99 1.28
H -2.17 2.49 0.69
```

Here are the Löwdin charges for atoms 1 to 8, given in e: atom 1 (C): -0.135, atom 2 (N): -0.133, atom 3 (C): -0.237, atom 4 (C): -0.210, atom 5 (C): -0.276, atom 6 (C): -0.519, atom 7 (S): 0.743, atom 8 (H): 0.071


# 4
The following is a DFT calculation (ωB97M-V/def2-TZVPD) of a cluster of 11 separate species, C5H32N2O11 in total in a non-equilibrium geometry.

Values from the calculation:
Orbital gap = 7.75 eV
SMILES = N/C=C/C[C@@H](N)CO.O.O.O.O.O.O.O.O.O.O
Total charge = 0

XYZ file:
```
50
C5H32N2O11 ωB97M-V/def2-TZVPD
N -2.89 -0.44 2.21
C -2.07 -0.93 1.21
C -1.05 -0.07 0.76
C -0.10 -0.50 -0.15
C -0.61 -0.31 -1.71
N -1.04 1.08 -1.86
C 0.49 -0.71 -2.76
O 0.51 0.25 -3.82
H -3.66 -0.88 2.39
H -2.72 0.54 2.42
H -2.25 -1.92 0.95
H -1.05 0.85 1.16
H 0.01 -1.63 -0.08
H 0.97 -0.28 -0.06
H -1.42 -1.05 -1.71
H -1.49 1.29 -2.70
H -1.56 1.47 -1.10
H 0.30 -1.73 -3.17
H 1.39 -0.59 -2.23
H 0.74 1.10 -3.57
O -0.60 4.05 1.23
H -1.22 3.89 0.41
H -0.11 3.27 1.23
O 0.32 -0.06 4.03
H 0.82 -0.52 3.32
H -0.29 0.68 3.98
O -4.25 0.48 -0.65
H -3.51 0.58 -0.03
H -3.98 -0.22 -1.30
O 2.14 -0.49 2.14
H 2.98 -0.53 2.54
H 2.26 0.09 1.39
O 3.48 -1.07 -2.62
H 2.91 -0.67 -3.11
H 3.08 -1.91 -2.26
O 1.54 2.24 -1.24
H 0.96 1.52 -1.25
H 2.39 1.83 -1.37
O -2.49 2.58 2.40
H -1.90 3.39 2.37
H -3.34 2.72 1.97
O -0.95 -3.52 0.71
H -1.16 -3.89 1.56
H 0.00 -3.69 0.60
O 2.19 -2.46 -0.88
H 2.78 -2.93 -0.21
H 1.71 -1.67 -0.43
O 3.64 0.27 -0.03
H 4.51 0.70 0.06
H 3.56 -0.21 -0.74
```

Here are the Löwdin charges for atoms 1 to 8, given in e: atom 1 (N): 0.112, atom 2 (C): -0.122, atom 3 (C): -0.157, atom 4 (C): -0.208, atom 5 (C): -0.279, atom 6 (N): 0.058, atom 7 (C): -0.180, atom 8 (O): -0.045


# 5
The following is a DFT calculation (ωB97M-V/def2-TZVPD) of a cluster of 12 separate species, C5H32NO13 in total in a non-equilibrium geometry.

Values from the calculation:
Orbital gap = 8.67 eV
Total charge = -1

XYZ file:
```
51
C5H32NO13 ωB97M-V/def2-TZVPD
C -1.68 0.45 2.51
C -0.39 0.41 3.33
N 0.78 0.26 2.46
C 1.94 0.43 3.34
C 0.87 1.13 1.30
C 1.73 0.47 0.20
O 1.29 -0.59 -0.30
O 2.76 1.08 -0.16
H -2.46 0.03 3.17
H -2.18 1.41 2.45
H -1.50 -0.15 1.63
H -0.38 -0.29 4.17
H -0.34 1.37 3.89
H 2.88 0.32 2.79
H 2.06 1.46 3.72
H 1.81 -0.24 4.18
H -0.14 1.10 0.90
H 1.31 2.11 1.49
H -2.18 -0.56 -2.08
H -0.75 -0.89 -1.81
O -1.55 -1.28 -2.21
H -3.91 1.48 0.84
H -4.81 1.44 2.08
O -4.23 2.01 1.58
H -2.73 -3.38 0.17
H -3.72 -2.67 -0.97
O -3.62 -3.15 -0.15
H -0.42 -2.45 -0.46
H -0.58 -2.71 1.02
O -1.06 -2.80 0.16
H 2.29 -3.46 -1.69
H 1.66 -2.01 -1.43
O 2.23 -2.56 -2.01
H 3.63 -0.22 -2.86
H 3.32 0.66 -1.67
O 3.02 0.48 -2.60
H -2.62 -0.82 -0.01
H -4.22 -0.45 -0.12
O -3.31 -0.17 -0.19
H -0.44 2.32 -3.65
H 0.82 2.99 -3.07
O -0.08 3.16 -3.34
H 1.21 -0.13 -3.06
H -0.23 -0.46 -3.58
O 0.37 0.26 -3.35
H 1.37 3.81 -1.08
H 2.65 3.11 -0.70
O 2.33 3.91 -1.15
H -0.49 -2.03 2.88
H 0.88 -1.84 2.49
O 0.23 -2.58 2.51
```

Here are the Löwdin charges for atoms 1 to 8, given in e: atom 1 (C): -0.091, atom 2 (C): -0.273, atom 3 (N): -0.240, atom 4 (C): -0.094, atom 5 (C): -0.097, atom 6 (C): -0.609, atom 7 (O): -0.032, atom 8 (O): -0.062


# 6
The following is a DFT calculation (ωB97M-V/def2-TZVPD) of a cluster of 12 separate species, C5H33N2O11 in total in a non-equilibrium geometry.

Values from the calculation:
Orbital gap = 9.42 eV
Total charge = +1

XYZ file:
```
51
C5H33N2O11 ωB97M-V/def2-TZVPD
C 2.74 -0.70 2.18
C 2.06 0.70 2.18
C 1.82 0.97 0.77
C 0.76 0.74 -0.06
C 3.59 0.82 -0.71
N 2.96 1.60 0.16
N 1.64 -1.80 1.85
H 3.49 -0.59 1.33
H 3.10 -1.00 3.24
H 2.46 1.58 2.72
H 1.01 0.71 2.71
H -0.14 0.52 0.48
H 0.53 0.77 -1.08
H 3.37 -0.25 -0.85
H 4.45 1.18 -1.10
H 1.84 -2.81 2.19
H 0.65 -1.60 2.16
H 1.43 -1.90 0.75
H -1.16 -2.42 -2.42
H -1.32 -1.50 -1.37
O -0.76 -1.54 -2.28
H -3.37 2.06 2.15
H -3.65 1.57 3.47
O -3.45 1.28 2.62
H 2.76 0.74 -4.14
H 1.54 0.90 -3.43
O 2.46 0.88 -3.31
H -3.12 3.78 -1.08
H -2.00 3.18 -0.28
O -2.91 3.30 -0.32
H -0.46 0.04 -3.23
H -1.08 1.11 -4.11
O -0.32 0.96 -3.49
H 1.22 -1.82 -1.74
H 2.04 -2.94 -2.11
O 1.90 -2.30 -1.36
H -3.70 0.76 -0.13
H -4.91 -0.21 -0.62
O -3.86 -0.24 -0.47
H 0.45 -4.61 1.85
H -0.65 -3.52 1.51
O 0.25 -3.79 1.65
H -2.18 0.17 2.61
H -2.00 -1.30 3.02
O -1.52 -0.58 2.52
H -0.42 2.42 -1.78
H 0.07 3.59 -1.02
O -0.67 3.24 -1.48
H -2.23 -1.47 1.09
H -3.39 -1.93 0.26
O -2.70 -2.33 0.77
```

Here are the Löwdin charges for atoms 1 to 8, given in e: atom 1 (C): -0.075, atom 2 (C): -0.156, atom 3 (C): -0.424, atom 4 (C): 0.068, atom 5 (C): 0.016, atom 6 (N): 0.063, atom 7 (N): 0.108, atom 8 (H): 0.117


# 7
The following is a DFT calculation (ωB97M-V/def2-TZVPD) of a cluster of 12 separate species, C5H33NO11 in total in a non-equilibrium geometry.

Values from the calculation:
Orbital gap (spin up / spin down) = 9.57 / 4.97 eV
Total charge = +1
2S+1 = 2

XYZ file:
```
50
C5H33NO11 ωB97M-V/def2-TZVPD
C -0.08 -2.08 -3.08
N 0.40 -1.66 -1.74
C 1.61 -0.88 -1.78
C 2.71 -1.65 -1.09
C 2.02 -2.56 -0.08
C 0.61 -2.81 -0.75
H -0.42 -1.25 -3.65
H -0.85 -2.85 -2.88
H 0.79 -2.52 -3.59
H 2.03 -0.54 -2.75
H 1.39 0.12 -1.31
H 3.44 -1.01 -0.60
H 3.15 -2.30 -1.88
H 2.14 -2.09 0.91
H 2.45 -3.53 0.09
H 0.53 -3.74 -1.29
H -0.15 -2.72 0.03
H -2.94 -1.89 0.42
H -4.16 -1.54 1.14
O -3.89 -1.88 0.27
H -3.99 1.75 1.53
H -2.67 1.77 2.30
O -3.52 1.29 2.25
H -0.31 4.27 -0.81
H 1.15 3.68 -0.55
O 0.28 3.96 -0.13
H 2.46 0.44 1.31
H 3.93 0.83 1.46
O 3.19 0.89 0.85
H -0.86 2.98 1.03
H -0.39 1.58 1.80
O -1.10 2.16 1.51
H -1.64 -0.51 4.16
H -2.72 -0.30 3.10
O -2.01 -0.90 3.36
H 2.08 0.77 3.59
H 1.83 -0.59 3.29
O 2.56 0.04 3.17
H -4.30 -0.15 -1.33
H -3.53 0.24 -2.69
O -4.04 0.55 -1.94
H -0.73 -0.54 1.85
H 0.13 -0.37 0.58
O 0.18 -0.37 1.54
H -0.84 2.29 -2.33
H -2.19 2.38 -1.56
O -1.44 2.90 -1.87
H 2.30 2.50 0.07
H 2.78 2.67 -1.38
O 2.65 3.15 -0.55
```

Here are the Löwdin charges for atoms 1 to 8, given in e: atom 1 (C): 0.037, atom 2 (N): 0.009, atom 3 (C): -0.169, atom 4 (C): -0.146, atom 5 (C): -0.127, atom 6 (C): -0.053, atom 7 (H): 0.100, atom 8 (H): 0.119


# 8
The following is a DFT calculation (ωB97M-V/def2-TZVPD) of a structure of composition C5H33NO13 in a non-equilibrium geometry.

Values from the calculation:
Orbital gap (spin up / spin down) = 9.34 / 6.49 eV
Total charge = +1
2S+1 = 2

XYZ file:
```
52
C5H33NO13 ωB97M-V/def2-TZVPD
O -0.73 1.09 2.29
C -1.29 0.87 1.28
C -0.60 0.86 -0.15
C 0.19 -0.47 -0.13
C 0.49 -1.09 -1.50
C -0.67 -1.86 -2.12
O -1.26 -2.81 -1.24
N 0.20 2.04 -0.31
H -2.36 0.58 1.27
H -1.34 0.89 -0.94
H 1.14 -0.29 0.37
H -0.38 -1.20 0.46
H 0.81 -0.34 -2.21
H 1.33 -1.77 -1.32
H -0.28 -2.43 -2.96
H -1.46 -1.21 -2.51
H -2.12 -2.44 -0.91
H -0.39 2.84 -0.53
H 0.79 2.25 0.49
H -2.11 -1.71 3.00
H -1.47 -2.58 1.87
O -2.24 -1.99 2.10
H 0.66 -3.28 1.38
H -0.49 -3.51 0.30
O -0.27 -3.56 1.25
H -2.51 2.09 0.03
H -3.72 1.63 0.90
O -2.79 1.46 0.73
H -1.02 1.51 -3.95
H 0.25 2.12 -3.27
O -0.68 2.31 -3.52
H -3.20 -1.65 0.65
H -3.43 -0.58 -0.46
O -3.46 -1.52 -0.28
H -1.57 2.79 -2.13
H -2.15 4.02 -1.39
O -2.09 3.06 -1.33
H 2.43 2.63 -2.70
H 1.48 1.91 -1.69
O 1.89 1.85 -2.58
H 3.92 -0.14 0.70
H 3.69 -0.67 -0.69
O 3.91 -0.97 0.20
H 2.17 -2.04 2.49
H 2.87 -2.12 1.11
O 2.27 -2.61 1.73
H 2.98 1.08 2.24
H 4.44 1.67 1.99
O 3.62 1.37 1.56
H 0.93 0.63 2.95
H 1.82 0.84 4.19
O 1.81 0.46 3.31
```

Here are the Löwdin charges for atoms 1 to 8, given in e: atom 1 (O): 0.219, atom 2 (C): -0.251, atom 3 (C): -0.275, atom 4 (C): -0.116, atom 5 (C): -0.140, atom 6 (C): -0.229, atom 7 (O): -0.094, atom 8 (N): 0.085


# 9
The following is a DFT calculation (ωB97M-V/def2-TZVPD) of a cluster of 12 separate species, C5H34N2O12 in total in a non-equilibrium geometry.

Values from the calculation:
Orbital gap = 10.16 eV
SMILES = NCCC[C@@H](N)C=O.O.O.O.O.O.O.O.O.O.O.O
Total charge = 0

XYZ file:
```
53
C5H34N2O12 ωB97M-V/def2-TZVPD
N 0.28 1.79 -1.69
C 0.83 1.14 -0.48
C 0.30 1.81 0.77
C -1.12 1.39 1.19
C -1.45 -0.10 1.13
N -0.51 -0.94 1.90
C -2.87 -0.24 1.64
O -3.09 -0.41 2.82
H 0.97 1.74 -2.44
H -0.56 1.33 -2.01
H 0.62 0.06 -0.46
H 1.92 1.20 -0.51
H 0.97 1.58 1.59
H 0.30 2.89 0.63
H -1.28 1.81 2.19
H -1.85 1.96 0.60
H -1.44 -0.50 0.10
H -0.89 -1.32 2.76
H 0.27 -0.38 2.25
H -3.66 -0.16 0.89
O 0.59 -2.81 0.43
H 0.61 -3.64 0.91
H 0.13 -2.03 1.04
O 0.85 -2.57 -2.32
H 0.65 -2.82 -1.38
H 1.61 -1.99 -2.23
O -2.46 -2.93 -0.88
H -1.63 -2.89 -0.39
H -2.27 -2.39 -1.68
O 2.90 -1.66 -0.42
H 3.54 -2.38 -0.42
H 2.09 -2.04 0.05
O -3.30 0.46 -2.69
H -2.94 1.30 -3.04
H -2.67 -0.25 -2.85
O 2.14 0.35 3.20
H 2.77 0.43 2.45
H 2.60 -0.04 3.95
O -1.57 -1.59 -3.05
H -1.86 -2.11 -3.82
H -0.65 -1.92 -2.86
O -1.97 2.64 -3.66
H -1.04 2.35 -3.55
H -2.08 2.75 -4.60
O -0.93 -0.64 4.68
H -0.27 0.06 4.57
H -1.78 -0.30 4.39
O 3.89 0.32 1.09
H 3.54 -0.43 0.54
H 3.93 1.10 0.53
O 2.86 3.41 -0.25
H 1.98 3.28 -0.60
H 3.01 4.33 -0.01
```

Here are the Löwdin charges for atoms 1 to 8, given in e: atom 1 (N): 0.025, atom 2 (C): -0.274, atom 3 (C): -0.181, atom 4 (C): -0.140, atom 5 (C): -0.314, atom 6 (N): 0.075, atom 7 (C): -0.169, atom 8 (O): 0.060